[1]
Entry from OMol25: a 6-piece molecular cluster, C14H30Cl6N4O4 overall at a distorted geometry (wB97M-V/def2-TZVPD).

Calculated values
**E_HOMO**: -9.154 eV
**SMILES**: ClC(Cl)Cl.ClC(Cl)Cl.CN(C)C=O.CN(C)C=O.CN(C)C=O.CN(C)C=O
**Energy**: -104289.2439 eV

Structure (ORCA input):
```
! wB97M-V def2-TZVPD RIJCOSX def2/J DEFGRID3
* xyz 0 1
C 0.9955 -0.5166 -2.6110
O -0.0108 -1.1907 -2.5007
N 2.2525 -1.0110 -2.6808
C 3.4398 -0.1846 -2.7496
C 2.4307 -2.4505 -2.5659
H 1.0374 0.5819 -2.6478
H 3.2001 0.8702 -2.6277
H 3.8606 -0.2478 -3.7604
H 4.1606 -0.5658 -2.0285
H 2.9951 -2.6863 -1.6632
H 1.4769 -2.9557 -2.6366
H 3.0429 -2.8059 -3.4011
C -1.6299 -7.2660 0.0340
O -1.7083 -8.0777 0.9366
N -0.9395 -6.1130 0.0838
C -0.7972 -5.2739 -1.1032
C -0.1343 -5.7752 1.2394
H -2.1508 -7.4296 -0.9233
H -1.7378 -5.2524 -1.6440
H 0.0430 -5.6643 -1.6859
H -0.5108 -4.2672 -0.8072
H 0.9297 -5.8374 0.9923
H -0.3381 -4.7268 1.4705
H -0.3552 -6.3507 2.1296
C -1.2772 5.3437 2.1677
O -1.0244 6.1556 3.0327
N -1.5756 4.0479 2.3905
C -1.8634 3.1018 1.3173
C -1.6360 3.5051 3.7188
H -1.2793 5.5856 1.0937
H -1.8824 3.5718 0.3385
H -2.8272 2.6436 1.5414
H -1.0685 2.3520 1.3413
H -1.4574 4.2629 4.4808
H -2.6215 3.1321 4.0192
H -0.9038 2.7015 3.8231
C 1.1661 3.5283 -0.5736
O 1.3995 3.0431 -1.6652
N 1.5408 3.0108 0.6067
C 1.2409 3.6679 1.8588
C 2.2687 1.7639 0.6867
H 0.6207 4.4734 -0.4173
H 0.5585 4.5130 1.7585
H 2.1420 4.1279 2.2810
H 0.8365 2.9605 2.5812
H 3.3425 1.9520 0.7978
H 1.8720 1.0872 1.4369
H 2.2456 1.2598 -0.2825
C -3.2436 2.0648 -2.3995
Cl -2.3831 0.8323 -1.4602
Cl -4.2790 3.0510 -1.3786
Cl -4.2172 1.3056 -3.6870
H -2.5703 2.7682 -2.8703
C -0.5447 -1.2751 0.8130
Cl -1.9293 -2.3414 0.8507
Cl 1.0002 -2.1440 0.9861
Cl -0.6865 -0.0646 2.1203
H -0.5154 -0.7913 -0.1582
*
```

***

[2]
Entry from OMol25: C14H30F6Na3O12S2 as an isolated structure at a distorted geometry (wB97M-V/def2-TZVPD).

Calculated values
**E_HOMO**: -11.159 eV
**Energy**: -90793.9544 eV

Structure (ORCA input):
```
! wB97M-V def2-TZVPD RIJCOSX def2/J DEFGRID3
* xyz 1 1
Na 0.6237 -4.5032 4.6088
Na 0.1546 1.3113 5.7471
Na 5.0081 -1.2799 2.8350
C -2.9131 -1.9356 5.0601
F -3.4700 -3.1213 4.8774
F -2.3454 -1.5365 3.9059
F -3.8684 -1.0455 5.3560
S -1.6532 -1.9910 6.4112
O -0.8650 -0.7855 6.2013
O -2.4188 -2.0123 7.6218
O -0.9351 -3.2323 6.1310
C 0.8080 -0.9524 1.2756
F 1.4120 -1.8508 0.4959
F 1.1065 0.2942 0.9121
F -0.5090 -1.0617 1.1852
S 1.2827 -1.1858 3.0287
O 0.8617 -2.5209 3.3876
O 2.7353 -0.9771 3.0569
O 0.5314 -0.1732 3.7184
C -0.0588 -0.9894 -2.2492
O 0.2716 -1.4042 -3.5600
C -0.7209 -2.2620 -4.1130
C -0.3948 -2.6150 -5.5371
O 0.4753 -3.7215 -5.7306
C 0.1584 -4.8911 -5.0411
H 0.2733 0.0254 -2.0421
H 0.4442 -1.7183 -1.6078
H -1.1309 -1.0752 -2.0514
H -1.6867 -1.7393 -4.1076
H -0.8077 -3.1399 -3.4607
H 0.1114 -1.8057 -6.0622
H -1.3325 -2.8111 -6.0777
H -0.8973 -5.1682 -5.1267
H 0.4145 -4.8223 -3.9719
H 0.8213 -5.6661 -5.4218
C 3.3681 2.8141 -6.6461
O 3.7005 2.8290 -5.2822
C 3.6769 1.5213 -4.7401
C 4.2612 1.5344 -3.3558
O 3.5909 2.4299 -2.5252
C 3.6925 2.1141 -1.1710
H 3.4151 3.8414 -7.0121
H 2.3496 2.4626 -6.8466
H 4.1135 2.2472 -7.2179
H 4.2148 0.8426 -5.4089
H 2.6291 1.2213 -4.6308
H 5.3461 1.7258 -3.3651
H 4.1928 0.5003 -2.9697
H 4.7203 2.0038 -0.7751
H 3.1963 1.1502 -0.9739
H 3.2527 2.8855 -0.5405
C -4.7037 2.9237 2.3226
O -4.0776 3.7517 3.2445
C -3.7781 3.1255 4.4949
C -2.9356 1.8908 4.4325
O -1.5663 2.1501 4.1623
C -1.2642 2.2721 2.7902
H -4.9798 3.5311 1.4607
H -5.6229 2.4343 2.6754
H -4.0518 2.1278 1.9373
H -4.7745 2.8368 4.8767
H -3.4407 3.9104 5.1668
H -3.3412 1.1653 3.7161
H -3.0300 1.2995 5.3471
H -0.1934 2.2372 2.6211
H -1.7542 3.1452 2.3480
H -1.6927 1.4386 2.2099
*
```

***

[3]
Entry from OMol25: a 5-piece molecular cluster, C14H30N2O13S overall at a distorted geometry (wB97M-V/def2-TZVPD).

Calculated values
**E_HOMO**: -8.936 eV
**Energy**: -55426.2302 eV

Structure (ORCA input):
```
! wB97M-V def2-TZVPD RIJCOSX def2/J DEFGRID3
* xyz 0 1
C -3.9266 1.5162 -0.1789
N -3.7404 0.5566 -1.2967
C -2.4155 -0.1046 -1.1344
C -4.8425 -0.4471 -1.2346
C -3.9583 1.2799 -2.7091
C -3.0226 2.4539 -2.8660
O -3.1668 2.8920 -4.2534
H -3.1512 2.2766 -0.0673
H -3.9626 1.0752 0.8365
H -4.9450 1.8065 -0.0515
H -2.2634 -0.5021 -2.1415
H -2.2988 -0.8670 -0.3454
H -1.6176 0.7709 -1.1491
H -5.7275 -0.3179 -1.6765
H -5.0103 -0.7623 -0.2446
H -4.7303 -1.3811 -1.6478
H -4.9165 1.5846 -3.0035
H -3.7770 0.4608 -3.4049
H -1.9492 2.1725 -2.7792
H -3.3234 3.2698 -2.1384
H -2.6890 3.6655 -4.3416
N -1.4009 0.9770 2.2001
O -1.8587 1.9405 2.9007
O -0.6040 1.2751 1.2847
O -2.0491 -0.1119 2.1310
O 3.5226 -0.3275 4.3536
S 2.7085 -0.6081 3.1718
O 2.9674 0.0630 1.9303
O 3.3121 -2.1193 2.7831
C 4.7371 -2.1981 2.5623
C 4.9845 -3.6336 2.1253
C 0.9921 -0.9433 3.5038
H 5.1745 -2.0827 3.5535
H 5.2286 -1.4362 1.9347
H 5.8909 -4.0469 2.2042
H 4.5186 -4.0334 1.1098
H 4.4707 -4.2793 2.7323
H 0.3489 -0.0465 3.5611
H 0.8523 -1.4367 4.5618
H 0.4661 -1.5583 2.5352
C 1.7536 2.9249 0.2718
C 2.2175 1.8810 -0.8180
O 3.1992 2.5113 -1.5281
C 3.4847 3.7179 -1.0476
O 4.2863 4.5095 -1.6108
O 2.7114 3.9703 -0.0633
H 1.6749 2.4427 1.2520
H 0.8819 3.4088 0.0399
H 1.1770 1.5884 -1.2377
H 2.6046 1.0331 -0.4331
C 0.4749 -3.0969 -0.2550
C 1.1331 -1.7501 -0.5435
O 1.2928 -1.6912 -1.9056
C 0.4904 -2.5379 -2.4264
O 0.1806 -2.5747 -3.6341
O -0.0471 -3.3515 -1.4922
H -0.2567 -3.2177 0.4982
H 1.3113 -3.8706 -0.0892
H 2.1196 -1.8013 -0.0643
H 0.4823 -0.8887 -0.2246
*
```

***

[4]
Entry from OMol25: a 4-piece molecular cluster, C14H30O12 overall at a distorted geometry (wB97M-V/def2-TZVPD).

Calculated values
**E_HOMO**: -0.723 eV
**Energy**: -39571.6584 eV

Structure (ORCA input):
```
! wB97M-V def2-TZVPD RIJCOSX def2/J DEFGRID3
* xyz -2 1
O -0.1354 2.4851 1.4238
C -1.0856 1.5191 1.2211
O -2.0754 1.4565 1.9954
O -0.9009 0.6159 0.3385
H -0.4058 2.9080 2.2763
O 0.0573 5.7527 3.5192
C -1.0359 4.9118 3.5283
O -2.0036 5.1516 2.7643
O -0.9931 3.8542 4.2220
H 0.7055 5.0922 3.8260
C 0.5644 -2.2530 -1.4496
O -0.7288 -2.8416 -1.4040
C -0.6596 -4.2090 -1.1153
C -1.9831 -4.9140 -1.4514
O -3.0905 -4.2596 -0.8941
C -4.3276 -4.8051 -1.2827
C -5.4176 -3.9023 -0.7788
O -5.3307 -2.6506 -1.3796
C -6.3944 -1.7929 -1.0471
H 1.0546 -2.5176 -2.3931
H 1.1461 -2.4702 -0.5524
H 0.4248 -1.1732 -1.5045
H -0.3199 -4.4036 -0.0924
H 0.0679 -4.6945 -1.7825
H -2.0026 -5.9241 -1.0200
H -1.9241 -5.0211 -2.5411
H -4.5085 -5.8027 -0.8587
H -4.3357 -4.8617 -2.3789
H -5.2087 -3.9319 0.3022
H -6.4036 -4.3647 -0.9192
H -6.1672 -0.8051 -1.4462
H -6.4706 -1.5639 0.0228
H -7.3490 -2.2016 -1.3913
C 4.2692 4.8596 2.3014
O 4.0241 4.0339 1.1932
C 2.5972 3.9893 0.9417
C 2.2805 3.5730 -0.4921
O 2.8948 2.3842 -0.8772
C 2.3384 1.1736 -0.3725
C 3.3403 0.0715 -0.3809
O 3.7763 -0.2250 -1.6976
C 4.7880 -1.2218 -1.7283
H 5.3261 5.1400 2.3171
H 3.9331 4.4142 3.2411
H 3.8095 5.8536 2.2141
H 2.1952 4.9876 1.1231
H 2.1987 3.2445 1.6312
H 2.6080 4.3711 -1.1669
H 1.1960 3.5720 -0.6438
H 1.4640 0.9170 -0.9801
H 1.8726 1.2975 0.6081
H 3.0241 -0.8476 0.1214
H 4.2121 0.4555 0.1746
H 5.7275 -0.7397 -1.4527
H 4.8335 -1.6171 -2.7424
H 4.5278 -2.0701 -1.0892
*
```